Entry 1:
Molecular formula: C4H35NO13S
Method: DFT, ωB97M-V/def2-TZVPD

- HOMO energy (spin up / spin down) (Ha) = -0.4695 / -0.4658
- charge = +1
- maximum force (hartree/bohr) = 0.0302
- energy (eV) = -43651.1225
- 2S+1 = 2

CARTESIAN COORDINATES (ANGSTROEM)
C: 1.496 1.528 1.946
C: 1.551 0.008 1.597
C: 1.391 -0.816 2.863
S: 1.844 -2.564 2.647
N: 0.420 -0.265 0.713
C: 0.150 0.509 -0.497
O: -0.956 1.302 -0.269
H: 0.637 1.717 2.590
H: 2.374 1.791 2.531
H: 1.371 2.117 1.044
H: 2.433 -0.199 0.983
H: 0.343 -0.756 3.166
H: 1.979 -0.481 3.710
H: 2.964 -2.394 1.921
H: -0.433 -0.569 1.185
H: -0.056 -0.174 -1.319
H: 1.057 1.072 -0.719
H: -1.608 1.126 -0.974
H: -2.380 0.763 -3.349
H: -2.929 2.139 -2.703
O: -2.561 1.267 -2.543
H: -2.149 -0.828 2.171
H: -2.708 -1.763 3.234
O: -1.998 -1.698 2.585
H: 3.193 -3.513 -1.426
H: 2.238 -2.690 -0.634
O: 3.223 -2.804 -0.773
H: 2.530 2.171 -0.344
H: 3.193 1.947 -1.743
O: 2.620 2.522 -1.230
H: 0.577 -1.736 -1.588
H: 0.267 -3.183 -1.047
O: 0.866 -2.645 -1.591
H: -3.295 1.288 1.226
H: -3.400 1.116 2.735
O: -3.561 0.657 1.909
H: -0.879 -3.445 1.219
H: -1.663 -2.907 0.188
O: -0.935 -3.542 0.252
H: -0.971 -1.151 -4.920
H: -0.803 -1.232 -3.383
O: -1.286 -0.790 -4.085
H: -1.535 2.923 1.031
H: -2.236 4.266 0.614
O: -2.326 3.451 1.121
H: -1.117 3.724 -1.495
H: 0.024 3.927 -0.606
O: -0.805 4.362 -0.843
H: 4.216 0.051 -0.882
H: 3.222 -1.122 -1.041
O: 3.340 -0.165 -1.223
H: -2.523 -0.680 -1.038
H: -2.379 -2.262 -1.436
O: -2.027 -1.371 -1.478

***

Entry 2:
Molecular formula: C4H35NO14
Method: DFT, ωB97M-V/def2-TZVPD

- HOMO energy (Ha) = -0.3749
- maximum force (hartree/bohr) = 0.1260
- energy (eV) = -34867.6284
- 2S+1 = 1

CARTESIAN COORDINATES (ANGSTROEM)
C: 0.561 -0.464 1.257
N: 1.520 0.451 1.478
C: 1.932 0.920 2.765
C: 1.627 2.407 2.794
C: 2.902 3.245 2.615
O: -0.022 -1.185 2.098
H: 0.084 -0.517 0.263
H: 2.044 0.961 0.693
H: 1.300 0.405 3.593
H: 2.845 0.693 3.155
H: 0.998 2.550 1.952
H: 1.059 2.922 3.582
H: 3.296 3.243 3.739
H: 2.849 4.079 2.021
H: 3.582 2.695 1.867
H: 2.039 -4.777 1.990
H: 2.273 -5.499 0.674
O: 2.040 -4.667 1.054
H: 0.241 -3.785 3.594
H: -0.856 -2.718 3.259
O: -0.661 -3.638 3.325
H: -3.876 3.326 -3.393
H: -3.334 1.995 -3.028
O: -3.829 2.303 -3.733
H: 0.715 1.476 -2.203
H: -0.297 0.581 -1.630
O: 0.261 1.277 -1.450
H: -3.339 -0.183 -1.738
H: -3.316 -0.531 -3.123
O: -3.576 0.274 -2.599
H: -2.092 0.715 -3.505
H: -1.498 0.533 -5.021
O: -1.381 0.226 -4.155
H: 2.635 2.512 -0.576
H: 1.999 3.727 0.188
O: 2.673 3.101 0.107
H: -0.381 -1.692 -1.606
H: -1.172 -1.013 -2.769
O: -1.141 -0.992 -1.760
H: 0.217 0.236 -3.702
H: 1.304 -0.326 -4.474
O: 1.178 0.278 -3.840
H: -1.355 -4.853 2.068
H: -1.045 -5.603 0.723
O: -1.763 -5.375 1.361
H: -0.742 3.485 -0.571
H: -1.091 2.072 -0.875
O: -1.545 2.935 -0.739
H: 1.260 -3.297 0.294
H: -0.102 -2.475 0.478
O: 0.469 -2.981 -0.138
H: -2.720 1.099 1.006
H: -2.066 -0.150 1.714
O: -2.704 -0.002 0.920

***

Entry 3:
Molecular formula: C4H35NO14S
Method: DFT, ωB97M-V/def2-TZVPD

- HOMO energy (Ha) = -0.3377
- maximum force (hartree/bohr) = 0.1225
- energy (eV) = -45703.2628
- 2S+1 = 1

CARTESIAN COORDINATES (ANGSTROEM)
O: -2.015 2.371 -1.641
C: -2.556 1.426 -1.132
N: -1.870 0.304 -0.702
C: -0.422 0.325 -0.549
C: -0.242 0.771 1.009
S: 1.536 1.199 1.296
C: 0.168 -1.052 -0.908
H: -3.718 1.319 -0.956
H: -2.303 -0.187 0.024
H: -0.106 1.296 -1.190
H: -0.899 1.625 1.189
H: -0.342 -0.135 1.746
H: 1.773 0.624 2.547
H: -0.337 -1.572 -1.622
H: 0.099 -1.777 -0.048
H: 1.189 -0.970 -1.135
H: -1.327 2.549 -3.496
H: 0.055 2.346 -3.528
O: -0.703 2.630 -4.186
H: -0.761 -4.532 -0.944
H: -1.330 -4.311 0.471
O: -1.482 -4.118 -0.477
H: -2.170 -1.903 4.141
H: -1.057 -2.536 3.346
O: -1.866 -2.158 3.290
H: -3.723 1.251 2.285
H: -2.649 0.181 2.413
O: -2.771 1.101 2.488
H: -0.836 1.263 4.775
H: 0.449 1.685 4.403
O: 0.059 0.980 4.852
H: 2.163 1.517 -2.805
H: 2.590 0.805 -3.965
O: 2.324 0.687 -3.041
H: -4.345 -2.633 0.165
H: -3.601 -3.831 0.224
O: -3.644 -2.826 0.689
H: 4.088 -0.731 0.364
H: 4.837 -0.708 1.626
O: 3.963 -0.617 1.353
H: 4.618 -0.868 -1.746
H: 2.925 -0.622 -1.642
O: 3.741 -0.945 -1.312
H: -0.614 -0.097 -4.478
H: -1.508 -1.300 -4.362
O: -0.758 -0.983 -4.726
H: 2.156 3.877 -0.841
H: 2.183 2.482 -0.724
O: 2.636 3.121 -1.161
H: 2.528 -2.499 1.899
H: 1.766 -3.522 2.544
O: 2.277 -3.482 1.822
H: -0.072 4.989 1.348
H: 0.110 3.656 0.541
O: -0.205 4.534 0.466

***

Which value of 2S+1 does entry 1 give?
2